[1]
Entry from the OMol25 dataset: a 6-piece molecular cluster, H12O6 overall at a distorted geometry (wB97M-V/def2-TZVPD).

The calculation puts the HOMO energy at -10.93 eV. The energy above the lowest of the compared OMol25 structures with the same formula, charge and spin comes out at 35.3 kcal/mol. As for the SMILES: O.O.O.O.O.O. The frontier orbital gap comes out at 10.97 eV. Its spin multiplicity is 1. The calculation puts the LUMO energy at 0.0 eV. The value obtained for the max |F| is 2.3 eV/Å.

Last column: natural (NBO) charge in e.
Cartesian coordinates (Å):
O 3.06802 1.49950 0.85213  -0.938
H 3.59943 1.46075 0.01317  0.473
H 3.02857 0.59944 1.10314  0.465
O -2.46253 -2.32508 -0.41503  -0.922
H -2.44171 -1.79252 -1.19973  0.471
H -2.62425 -1.61194 0.20611  0.457
O 0.96361 -0.99255 -2.70950  -0.964
H 0.79132 -0.99134 -1.74770  0.491
H 0.88410 -0.08037 -2.94611  0.456
O -1.61373 1.87515 -0.86943  -0.921
H -1.21796 1.35329 -1.52722  0.462
H -1.84977 1.18312 -0.25394  0.458
O 0.12727 -0.66418 -0.13666  -0.982
H -0.40786 -1.42104 0.04861  0.479
H 0.20867 -0.36368 0.79169  0.508
O 0.03927 0.56107 2.63979  -0.972
H 0.47185 1.38277 2.80359  0.495
H -0.56430 0.32762 3.34709  0.485

Atomic forces in eV per Å
0.929 1.249 -1.697
-0.819 0.245 1.185
-0.166 -1.529 0.547
0.137 0.233 0.590
0.118 -0.024 -1.296
-0.268 -0.162 0.733
-0.045 -0.799 0.484
0.206 0.053 -0.439
0.006 0.814 -0.328
-0.914 0.830 1.095
1.104 -0.804 -1.707
-0.125 0.029 0.637
0.078 0.660 1.332
-0.766 -1.390 -0.538
0.486 0.693 -0.429
-0.365 -1.364 -0.810
0.259 0.901 0.418
0.143 0.367 0.222

[2]
Entry from the OMol25 dataset: a 6-piece molecular cluster, H12O6 overall at a distorted geometry (wB97M-V/def2-TZVPD).

The calculation puts the HOMO energy at -10.20 eV. The energy above the lowest of the compared OMol25 structures with the same formula, charge and spin comes out at 108.0 kcal/mol. As for the SMILES: O.O.O.O.O.O. The frontier orbital gap comes out at 10.57 eV. Its spin multiplicity is 1. The calculation puts the LUMO energy at 0.4 eV. The value obtained for the max |F| is 8.2 eV/Å.

Last column: natural (NBO) charge in e.
Cartesian coordinates (Å):
H 0.62390 -0.60099 -0.36183  0.470
H -0.63070 0.43092 -0.14203  0.474
H -1.52901 -2.92693 0.58554  0.428
H -0.24000 -2.42952 0.32972  0.464
H -1.83044 1.26197 0.54233  0.470
H -0.54336 1.54582 1.28467  0.460
H -3.06343 0.07666 -1.51232  0.472
H -2.24880 -0.57278 -0.51956  0.489
H 1.52580 1.17013 -0.70553  0.476
H 2.48905 2.43303 -1.03910  0.477
H 2.72080 -0.78091 0.90498  0.489
H 3.79859 -1.23550 -0.25900  0.494
O -0.31477 -0.52104 -0.23345  -0.946
O -1.06436 -2.06960 0.47460  -0.904
O -1.41299 1.90976 1.18243  -0.931
O -2.16920 0.16263 -1.08448  -0.943
O 1.96812 2.01618 -0.33525  -0.959
O 2.85915 -1.29442 0.10767  -0.981

Atomic forces in eV per Å
0.940 0.537 -0.050
1.895 -1.715 -0.761
-0.457 0.126 0.407
3.168 -0.557 -0.630
0.000 1.392 1.014
0.868 -0.006 0.483
1.091 0.893 0.230
0.609 -1.950 1.279
1.314 2.322 0.527
-0.393 -0.463 0.104
0.733 0.288 0.067
-2.059 0.283 1.323
3.030 5.923 -0.988
-5.788 -5.198 2.601
-1.232 -0.907 -1.165
-3.973 1.377 -2.427
-0.900 -1.853 -0.640
1.153 -0.492 -1.374

[3]
Entry from the OMol25 dataset: a 6-piece molecular cluster, H12O6 overall at a distorted geometry (wB97M-V/def2-TZVPD).

The calculation puts the HOMO energy at -11.15 eV. The energy above the lowest of the compared OMol25 structures with the same formula, charge and spin comes out at 25.4 kcal/mol. As for the SMILES: O.O.O.O.O.O. The frontier orbital gap comes out at 11.44 eV. Its spin multiplicity is 1. The calculation puts the LUMO energy at 0.3 eV. The value obtained for the max |F| is 1.0 eV/Å.

Last column: natural (NBO) charge in e.
Cartesian coordinates (Å):
O 3.69562 1.17553 1.15330  -0.941
H 3.13618 0.91369 1.86962  0.469
H 3.18960 0.92174 0.37234  0.472
O 1.15606 -0.74980 2.40640  -0.965
H 1.61657 -0.64407 1.56771  0.474
H 0.23069 -0.83346 2.14027  0.486
O -1.69760 -0.27450 3.15702  -0.949
H -1.01280 0.14125 3.69320  0.481
H -2.00150 -1.00781 3.69886  0.472
O 1.37201 -0.49255 -1.07857  -0.992
H 2.16025 -0.95970 -1.35581  0.474
H 0.85246 -0.19407 -1.83572  0.508
O -0.46250 0.34507 -3.14466  -0.983
H -1.21527 0.39130 -2.53451  0.500
H -0.83766 0.46599 -4.01779  0.481
O -3.18746 0.57267 -2.18683  -0.947
H -3.56640 -0.19300 -2.63707  0.476
H -3.42827 0.42172 -1.26778  0.482

Atomic forces in eV per Å
0.361 0.049 -0.801
-0.495 -0.153 0.883
0.019 0.130 -0.097
-0.029 0.064 -0.103
-0.026 -0.112 -0.134
-0.032 0.034 0.110
0.096 -0.017 0.010
0.030 0.079 -0.049
-0.073 -0.079 0.003
-0.016 0.164 0.989
-0.119 -0.021 -0.503
0.309 -0.140 -0.428
0.128 -0.121 0.395
-0.156 0.125 -0.266
0.003 0.051 -0.094
-0.071 -0.336 -0.011
0.040 0.125 -0.079
0.031 0.160 0.174

[4]
Entry from the OMol25 dataset: a 6-piece molecular cluster, H12O6 overall at a distorted geometry (wB97M-V/def2-TZVPD).

The calculation puts the HOMO energy at -10.15 eV. The energy above the lowest of the compared OMol25 structures with the same formula, charge and spin comes out at 47.7 kcal/mol. As for the SMILES: O.O.O.O.O.O. The frontier orbital gap comes out at 9.86 eV. Its spin multiplicity is 1. The calculation puts the LUMO energy at -0.3 eV. The value obtained for the max |F| is 2.8 eV/Å.

Last column: natural (NBO) charge in e.
Cartesian coordinates (Å):
O 1.61700 -24.21300 -0.96700  -0.930
H 2.15500 -23.46700 -0.85000  0.459
H 1.83900 -24.60000 -0.12900  0.473
O 0.27700 -22.73200 -5.10800  -0.937
H 0.18200 -21.75700 -4.94900  0.499
H -0.10300 -22.98200 -4.29500  0.481
O 5.08500 -22.04600 -4.23500  -0.961
H 4.23700 -22.54300 -4.20000  0.492
H 5.18800 -21.54600 -3.38300  0.456
O 2.69100 -23.66100 -4.13700  -0.956
H 2.59500 -23.86200 -3.22300  0.484
H 1.79600 -23.38900 -4.27800  0.476
O 0.17500 -23.44000 -7.56200  -0.952
H 0.22100 -23.32500 -6.63900  0.477
H -0.47500 -22.84100 -7.81900  0.461
O 2.81900 -22.88000 -6.76400  -0.966
H 2.60300 -23.23100 -5.87700  0.465
H 2.08800 -23.10000 -7.32800  0.481

Atomic forces in eV per Å
-0.704 -0.940 -0.321
1.096 2.282 -0.424
-0.339 -1.221 0.666
0.115 2.584 0.461
0.580 -0.796 -1.035
-1.153 -1.470 1.602
-0.158 0.463 1.222
0.656 0.519 0.064
-0.371 -0.883 -1.300
0.486 -0.121 0.153
0.642 -0.834 1.540
-0.990 0.613 -0.972
1.312 -1.862 -1.646
0.042 0.019 1.688
-1.696 1.513 -1.005
0.645 0.135 1.059
0.479 0.214 -1.263
-0.643 -0.216 -0.493

[5]
Entry from the OMol25 dataset: a 6-piece molecular cluster, H12O6 overall at a distorted geometry (wB97M-V/def2-TZVPD).

The calculation puts the HOMO energy at -10.60 eV. The energy above the lowest of the compared OMol25 structures with the same formula, charge and spin comes out at 41.4 kcal/mol. As for the SMILES: O.O.O.O.O.O. The frontier orbital gap comes out at 10.67 eV. Its spin multiplicity is 1. The calculation puts the LUMO energy at 0.1 eV. The value obtained for the max |F| is 2.5 eV/Å.

Last column: natural (NBO) charge in e.
Cartesian coordinates (Å):
O -1.25821 2.23103 -0.06882  -0.967
H -2.13178 2.30162 0.31854  0.494
H -0.51003 2.45858 0.48725  0.482
O 1.10210 1.04534 -1.29435  -0.983
H 0.75161 0.20275 -1.56568  0.504
H 0.57388 1.75392 -0.95099  0.478
O 0.36189 0.76024 2.10689  -0.957
H 0.90869 1.50693 1.86289  0.475
H 0.56502 0.48228 2.99972  0.484
O 2.51803 -1.70816 -1.23091  -0.940
H 2.31640 -2.21380 -0.43665  0.475
H 3.02364 -2.32626 -1.77179  0.465
O -0.19218 -1.95432 0.44221  -0.978
H -0.83591 -1.40729 -0.04843  0.489
H 0.35981 -1.29863 0.88567  0.473
O -2.52601 -0.45350 -0.21256  -0.950
H -2.99252 -0.85995 0.53039  0.475
H -2.07291 0.30941 0.18478  0.483

Atomic forces in eV per Å
0.146 -0.372 -1.183
0.349 0.547 0.651
-0.910 0.131 0.783
2.407 0.492 -0.019
-0.966 0.075 0.288
-1.244 -0.687 -0.504
-0.628 -0.290 -0.449
0.496 -0.087 0.312
0.276 0.234 0.210
0.235 -0.200 -0.079
-0.266 0.043 -0.020
-0.059 0.145 -0.011
0.046 0.252 -0.094
0.116 -0.399 0.217
-0.080 0.078 0.004
-0.088 0.279 0.402
0.094 -0.065 -0.196
0.075 -0.176 -0.313

[6]
Entry from the OMol25 dataset: a 6-piece molecular cluster, H12O6 overall at a distorted geometry (wB97M-V/def2-TZVPD).

The calculation puts the HOMO energy at -11.06 eV. The energy above the lowest of the compared OMol25 structures with the same formula, charge and spin comes out at 30.0 kcal/mol. As for the SMILES: O.O.O.O.O.O. The frontier orbital gap comes out at 11.38 eV. Its spin multiplicity is 1. The calculation puts the LUMO energy at 0.3 eV. The value obtained for the max |F| is 2.1 eV/Å.

Last column: natural (NBO) charge in e.
Cartesian coordinates (Å):
O -0.34280 -1.56123 0.85729  -0.979
H 0.28728 -1.50350 0.11430  0.494
H -0.69820 -2.44541 0.73000  0.492
O -2.29418 0.64306 2.88508  -0.930
H -1.36437 0.57151 2.59259  0.470
H -2.53747 0.45145 1.96014  0.457
O 0.61518 0.97192 1.51431  -0.959
H 1.44929 0.94664 2.00300  0.479
H 0.47676 0.00361 1.51996  0.494
O -1.31209 1.65564 -2.00031  -0.957
H -2.07348 1.57080 -2.58716  0.480
H -1.45304 2.43011 -1.45104  0.478
O 1.70885 0.62873 -1.01990  -0.988
H 1.12616 0.81270 -0.25156  0.488
H 1.12373 1.14672 -1.61537  0.482
O 1.77109 -2.40726 -1.51536  -0.971
H 2.03671 -1.50747 -1.30246  0.496
H 1.48059 -2.40802 -2.43351  0.474

Atomic forces in eV per Å
0.472 0.024 -0.620
-0.235 -0.070 0.081
-0.133 -0.075 0.294
0.993 -0.427 -1.844
0.376 0.413 1.389
-1.358 0.072 0.442
0.446 -1.081 0.499
0.111 0.832 0.024
-0.771 0.150 -0.217
0.193 -0.236 -0.112
0.132 0.166 0.210
-0.217 0.086 -0.036
-1.590 0.846 -0.204
0.845 -0.364 0.557
0.820 -0.586 -0.519
-0.213 -0.412 0.241
0.044 0.452 -0.319
0.083 0.212 0.133

Repeat the first record exactly.
Entry from the OMol25 dataset: a 6-piece molecular cluster, H12O6 overall at a distorted geometry (wB97M-V/def2-TZVPD).

The calculation puts the HOMO energy at -10.93 eV. The energy above the lowest of the compared OMol25 structures with the same formula, charge and spin comes out at 35.3 kcal/mol. As for the SMILES: O.O.O.O.O.O. The frontier orbital gap comes out at 10.97 eV. Its spin multiplicity is 1. The calculation puts the LUMO energy at 0.0 eV. The value obtained for the max |F| is 2.3 eV/Å.

Last column: natural (NBO) charge in e.
Cartesian coordinates (Å):
O 3.06802 1.49950 0.85213  -0.938
H 3.59943 1.46075 0.01317  0.473
H 3.02857 0.59944 1.10314  0.465
O -2.46253 -2.32508 -0.41503  -0.922
H -2.44171 -1.79252 -1.19973  0.471
H -2.62425 -1.61194 0.20611  0.457
O 0.96361 -0.99255 -2.70950  -0.964
H 0.79132 -0.99134 -1.74770  0.491
H 0.88410 -0.08037 -2.94611  0.456
O -1.61373 1.87515 -0.86943  -0.921
H -1.21796 1.35329 -1.52722  0.462
H -1.84977 1.18312 -0.25394  0.458
O 0.12727 -0.66418 -0.13666  -0.982
H -0.40786 -1.42104 0.04861  0.479
H 0.20867 -0.36368 0.79169  0.508
O 0.03927 0.56107 2.63979  -0.972
H 0.47185 1.38277 2.80359  0.495
H -0.56430 0.32762 3.34709  0.485

Atomic forces in eV per Å
0.929 1.249 -1.697
-0.819 0.245 1.185
-0.166 -1.529 0.547
0.137 0.233 0.590
0.118 -0.024 -1.296
-0.268 -0.162 0.733
-0.045 -0.799 0.484
0.206 0.053 -0.439
0.006 0.814 -0.328
-0.914 0.830 1.095
1.104 -0.804 -1.707
-0.125 0.029 0.637
0.078 0.660 1.332
-0.766 -1.390 -0.538
0.486 0.693 -0.429
-0.365 -1.364 -0.810
0.259 0.901 0.418
0.143 0.367 0.222